Density functional theory data (wB97M-V/def2-TZVPD) for a molecular structure, C15H11F6I2MgN3O5S2.

The HOMO energy comes out at -7.985 eV. The value obtained for the energy relative to the best compared isomer or geometry (same formula, charge and spin) is 0.253 eV. For the lowest unoccupied orbital energy, the calculation gives -0.002 Ha. For the gap between HOMO and LUMO, the calculation gives 7.941 eV.

Each line ends with the Löwdin charge.
Cartesian coordinates (Å):
I: 2.341 -1.795 -3.043  0.94
I: 1.183 3.745 -5.128  0.83
S: -0.625 -3.077 1.744  0.64
S: -0.025 -1.267 3.692  0.65
Mg: 0.570 -0.362 0.763  0.68
F: -1.756 -1.366 5.651  0.17
F: 0.123 -5.568 1.677  0.16
F: -0.445 0.355 5.658  0.16
F: -0.367 -4.852 3.661  0.16
F: 1.504 -4.282 2.729  0.16
F: -2.079 0.248 4.240  0.15
O: 0.966 -1.971 4.436  -0.22
O: 2.111 -0.145 -0.376  -0.19
O: 0.449 -0.141 2.870  -0.33
O: -1.750 -3.592 1.043  -0.24
O: 0.443 -2.459 0.947  -0.33
N: -0.941 -0.162 -0.734  0.07
N: 0.219 1.807 0.788  -0.09
N: -1.072 -2.136 2.912  -0.28
C: 0.225 -4.543 2.514  -0.68
C: 1.541 2.438 -3.532  -0.75
C: 1.467 2.906 -2.232  -0.13
C: 1.960 0.675 -1.378  -0.46
C: -1.166 -1.137 -1.624  -0.11
C: -1.983 0.426 -3.219  -0.03
C: -1.756 1.434 -2.298  0.00
C: 1.663 2.041 -1.166  -0.17
C: -1.691 -0.884 -2.876  -0.04
C: 1.440 2.473 0.252  -0.12
C: -1.161 -0.462 4.894  -0.69
C: -1.233 1.102 -1.060  -0.25
C: -0.979 2.138 0.008  -0.12
C: 2.020 0.243 -2.720  -0.63
C: 1.813 1.101 -3.784  -0.23
H: 0.085 2.080 1.755  0.12
H: -1.843 -1.696 -3.572  0.11
H: 1.855 0.728 -4.798  0.08
H: -1.842 2.164 0.678  0.14
H: 2.278 2.162 0.878  0.13
H: 1.338 3.561 0.311  0.13
H: 1.235 3.948 -2.044  0.10
H: -1.952 2.470 -2.543  0.12
H: -0.897 3.124 -0.458  0.13
H: -2.371 0.662 -4.200  0.12
H: -0.897 -2.139 -1.316  0.11

Density functional theory data (wB97M-V/def2-TZVPD) for a single C15H11FN6S molecule.

As for the SMILES: Cn1cc(-c2cncs2)nc1/C=C/c1nc2c(F)cccn2n1. The HOMO energy comes out at -7.655 eV. The value obtained for the energy relative to the best compared isomer or geometry (same formula, charge and spin) is 0.000 eV. For the lowest unoccupied orbital energy, the calculation gives -0.008 Ha. For the gap between HOMO and LUMO, the calculation gives 7.443 eV.

Each line ends with the Löwdin charge.
Cartesian coordinates (Å):
S: 3.471 -3.798 3.964  1.01
F: -1.680 3.003 -4.772  0.09
N: -1.235 1.397 -2.203  0.18
N: -2.909 1.367 -0.615  0.14
N: 2.677 -1.315 0.039  -0.08
N: 2.201 -2.518 5.817  0.00
N: -3.295 2.076 -1.667  -0.07
N: 1.341 -0.968 1.862  0.17
C: -2.303 2.148 -2.638  -0.16
C: -1.707 0.985 -0.936  -0.35
C: 1.515 -0.639 0.555  -0.23
C: 3.174 -2.057 1.046  -0.05
C: 0.555 0.088 -0.287  0.00
C: -2.604 2.962 -3.796  -0.20
C: -0.772 0.407 0.023  0.00
C: 2.039 -1.820 4.632  -0.19
C: -4.576 2.602 -1.778  -0.04
C: 2.403 -1.812 2.177  -0.30
C: -4.876 3.388 -2.872  -0.06
C: 2.918 -1.535 -1.409  -0.01
C: 2.582 -2.352 3.510  -0.48
C: -3.842 3.535 -3.883  -0.01
C: 2.964 -3.499 5.619  -0.50
H: 3.778 -2.236 -1.618  0.11
H: -5.394 2.364 -1.007  0.15
H: -1.064 0.261 1.053  0.10
H: 1.421 -0.893 4.587  0.13
H: 2.048 -2.037 -1.840  0.09
H: 4.041 -2.675 0.975  0.12
H: 3.121 -0.590 -1.898  0.08
H: 0.859 0.353 -1.245  0.07
H: -4.021 4.204 -4.694  0.11
H: -5.870 3.960 -2.961  0.13
H: 3.041 -4.353 6.261  0.06

Density functional theory data (wB97M-V/def2-TZVPD) for a single C15H11N3O2 molecule.

As for the SMILES: N#C/C(=C\c1ccccc1O)C(=O)Nc1cccnc1. The HOMO energy comes out at -9.009 eV. The value obtained for the energy relative to the best compared isomer or geometry (same formula, charge and spin) is 9.849 eV. For the lowest unoccupied orbital energy, the calculation gives -0.023 Ha. For the gap between HOMO and LUMO, the calculation gives 8.373 eV.

Each line ends with the Löwdin charge.
Cartesian coordinates (Å):
O: 1.085 -2.648 1.489  -0.10
O: 1.448 1.256 3.754  0.04
N: -2.048 -0.456 -0.980  0.20
N: -0.103 -2.349 -4.284  0.16
N: 0.927 -2.499 -0.910  0.14
C: -0.080 -0.695 0.714  -0.16
C: -1.298 2.082 1.162  -0.10
C: -1.326 3.783 2.827  -0.05
C: -1.693 3.357 1.519  -0.03
C: 0.276 2.078 3.061  -0.07
C: 1.026 -0.581 -2.396  -0.03
C: 0.717 -1.950 0.301  -0.23
C: 0.244 0.159 1.565  0.04
C: 0.528 -1.933 -2.140  -0.23
C: 0.724 -0.041 -3.534  -0.13
C: -0.477 1.462 1.883  -0.10
C: 0.392 -0.827 -4.658  0.10
C: -0.254 3.164 3.470  -0.10
C: 0.219 -2.605 -3.144  -0.31
C: -1.218 -0.466 -0.198  -0.19
H: 0.069 3.821 4.287  0.13
H: 1.576 1.782 4.442  -0.01
H: 1.125 -3.551 -0.842  0.21
H: -0.020 -3.566 -3.223  0.10
H: 0.070 -0.565 -5.473  -0.01
H: 0.873 1.094 -3.874  0.16
H: -2.720 3.676 1.177  0.13
H: 1.228 0.192 -1.521  0.17
H: 1.098 -0.066 2.054  0.09
H: -1.646 1.596 0.299  0.09
H: -1.531 4.781 3.209  0.11

Density functional theory data (wB97M-V/def2-TZVPD) for a molecular structure, C15H12Br2CdN4O4S2.

The spin multiplicity is 2. The HOMO energy (spin up / spin down) comes out at -5.580 / -5.580 eV. The expectation value of S² is 0.757. The net charge is -1. For the lowest unoccupied orbital energy (spin up / spin down), the calculation gives 0.062 / -0.031 Ha. For the gap between HOMO and LUMO (spin up / spin down), the calculation gives 7.254 / 4.735 eV.

Each line ends with the Löwdin charge.
Cartesian coordinates (Å):
Cd: 11.398 7.905 9.968  1.00
Br: 12.008 8.777 13.747  0.61
Br: 9.597 6.235 9.455  -0.35
S: 14.100 7.596 10.003  0.47
S: 8.152 16.842 7.838  0.43
O: 8.578 16.356 6.538  -0.37
O: 9.163 17.497 8.630  -0.36
O: 6.767 17.329 7.852  -0.39
O: 12.226 9.004 8.258  -0.37
N: 6.912 16.088 10.090  0.10
N: 13.364 8.553 7.626  -0.21
N: 8.152 14.304 9.117  0.14
N: 9.993 9.880 9.761  -0.03
C: 6.531 15.281 11.085  -0.14
C: 11.295 7.585 12.464  -0.67
C: 6.999 13.998 11.255  -0.01
C: 14.278 7.789 8.270  -0.69
C: 7.724 15.578 9.176  -0.33
C: 9.483 12.095 9.048  0.03
C: 10.302 10.973 9.059  -0.13
C: 15.363 7.247 7.481  -0.07
C: 8.300 11.177 10.947  -0.01
C: 7.914 13.555 10.249  -0.21
C: 8.544 12.267 10.102  -0.15
C: 15.488 7.587 6.117  -0.07
C: 8.957 9.992 10.648  -0.15
C: 13.409 8.832 6.286  0.00
C: 14.549 8.473 5.557  -0.06
H: 5.885 15.710 11.922  0.12
H: 7.657 11.192 11.825  0.11
H: 11.193 10.958 8.474  0.09
H: 14.652 8.803 4.545  0.09
H: 16.253 7.076 5.542  0.10
H: 9.569 12.793 8.219  0.12
H: 11.669 6.591 12.626  -0.03
H: 10.189 7.605 12.466  -0.04
H: 8.720 9.058 11.184  0.08
H: 6.790 13.384 12.147  0.10
H: 12.613 9.497 5.992  0.13
H: 16.020 6.612 8.108  0.10

Density functional theory data (wB97M-V/def2-TZVPD) for a molecular structure, C15H12Br2Cl2IN2PtS.

The HOMO energy (spin up / spin down) comes out at -4.011 / -4.011 eV. The net charge is -1. The value obtained for the energy relative to the best compared isomer or geometry (same formula, charge and spin) is 8.487 eV. For the lowest unoccupied orbital energy (spin up / spin down), the calculation gives 0.073 / 0.073 Ha. For the gap between HOMO and LUMO (spin up / spin down), the calculation gives 6.008 / 6.008 eV.

Each line ends with the Löwdin charge.
Cartesian coordinates (Å):
Pt: -1.287 -0.595 1.667  0.80
I: -4.394 -2.042 0.704  0.60
Br: -0.232 -2.214 3.141  0.08
Br: -3.283 1.659 3.143  0.52
Cl: 1.370 0.497 -0.428  1.07
Cl: -4.104 1.391 -2.538  0.58
S: 1.742 0.827 3.023  0.87
N: 0.344 1.019 0.675  -0.38
N: -2.140 0.592 0.181  -0.01
C: -1.574 1.917 -3.265  -0.18
C: 1.425 -1.288 -0.580  -0.19
C: 3.273 0.742 0.685  -0.25
C: -2.346 1.419 -2.217  -0.61
C: 2.558 -1.986 -0.524  -0.14
C: 0.187 0.933 2.069  -0.75
C: -2.240 -2.211 0.637  -0.89
C: -2.129 0.962 -0.920  -0.25
C: 2.975 0.891 1.925  -0.46
C: -0.243 2.035 -3.624  -0.16
C: 4.176 -0.317 0.308  -0.13
C: 0.835 1.004 -1.739  -0.38
C: 0.910 1.558 -2.957  -0.18
C: -2.428 -0.085 3.292  -0.83
C: 3.896 -1.512 -0.273  -0.13
H: -2.042 -3.175 1.095  -0.09
H: -3.231 -0.811 3.360  -0.05
H: -2.238 2.277 -4.046  0.08
H: 5.179 -0.167 0.690  0.11
H: 1.840 1.611 -3.525  0.09
H: 2.410 -3.059 -0.613  0.11
H: -2.028 -2.255 -0.431  -0.06
H: 4.702 -2.228 -0.357  0.09
H: 0.387 -1.618 -0.570  0.07
H: -1.831 -0.052 4.194  -0.04
H: -0.361 1.810 2.419  0.02
H: -0.075 2.471 -4.603  0.08

Density functional theory data (wB97M-V/def2-TZVPD) for a molecular structure, C15H12Cl5N4ORuS3.

The spin multiplicity is 2. The HOMO energy (spin up / spin down) comes out at -8.421 / -8.364 eV. The expectation value of S² is 0.757. The value obtained for the energy relative to the best compared isomer or geometry (same formula, charge and spin) is 0.795 eV. For the lowest unoccupied orbital energy (spin up / spin down), the calculation gives -0.052 / -0.050 Ha. For the gap between HOMO and LUMO (spin up / spin down), the calculation gives 7.007 / 6.992 eV.

Each line ends with the Löwdin charge.
Cartesian coordinates (Å):
Ru: -0.122 0.809 0.790  0.50
Cl: 5.540 0.708 5.125  0.69
Cl: 0.147 0.998 5.504  0.75
Cl: 5.283 0.752 2.001  0.70
Cl: 2.961 0.833 6.874  0.70
Cl: 2.457 0.939 0.683  0.72
S: -0.097 -1.643 0.665  0.62
S: -2.349 1.355 0.930  0.62
S: -0.250 2.713 -0.376  0.57
O: 0.249 1.045 2.642  -0.32
N: -1.212 -1.377 -1.766  0.03
N: 1.078 -1.224 -1.679  -0.01
N: -5.390 3.392 -0.149  0.17
N: -2.038 5.415 -2.252  0.16
C: -2.568 -1.582 -1.243  -0.26
C: 1.194 -2.507 -3.808  -0.07
C: -2.865 3.584 -0.634  -0.36
C: -0.093 -1.408 -1.059  -0.79
C: -1.986 2.700 -0.093  -1.07
C: -2.972 -3.045 -1.285  -0.08
C: -2.415 4.610 -1.523  -0.24
C: 2.629 0.893 2.416  -0.56
C: 3.994 0.801 4.383  -0.71
C: -4.264 3.478 -0.363  -0.23
C: 1.583 0.932 4.569  -0.61
C: 3.886 0.819 2.999  -0.70
C: 1.283 -1.150 -3.121  -0.22
C: 1.459 0.951 3.171  -0.43
C: 2.834 0.859 5.163  -0.69
H: -2.932 -3.442 -2.301  0.07
H: -1.136 -1.207 -2.758  0.13
H: -3.992 -3.155 -0.919  0.08
H: 1.958 -3.181 -3.422  0.08
H: -3.228 -0.964 -1.851  0.13
H: 1.349 -2.395 -4.881  0.08
H: 1.878 -1.366 -1.082  0.10
H: 2.265 -0.704 -3.271  0.12
H: -2.315 -3.640 -0.650  0.07
H: 0.222 -2.975 -3.653  0.07
H: -2.597 -1.187 -0.232  0.04
H: 0.573 -0.435 -3.544  0.12

| no. | electronic energy (a.u.) |
| --- | --- |
| 1 | -3309.8908 |
| 2 | -1404.7408 |
| 3 | -892.5682 |
| 4 | -7210.9182 |
| 5 | -7571.3703 |
| 6 | -4463.4819 |